[1]
{
  "formula": "C6H4Br2N4S2",
  "method": "ωB97M-V/def2-TZVPD",
  "elements": ["Br", "Br", "S", "S", "N", "N", "N", "N", "C", "C", "C", "C", "C", "C", "H", "H", "H", "H"],
  "positions_angstrom": [[-0.31534, 1.27696, 3.36291], [1.52725, -2.75374, 0.61427], [-2.65657, -1.78807, -2.12519], [2.36203, 1.91034, 1.42065], [2.11610, 0.29345, 0.93439], [-2.31745, -0.26437, -1.93673], [-1.33008, -2.34464, -1.13912], [1.00885, 2.34528, 0.57069], [-1.28065, -0.05566, -1.05766], [-0.60926, -1.27580, -0.73975], [0.56917, -1.27953, 0.06421], [0.94276, 0.02305, 0.39726], [0.21372, 1.21139, 0.21269], [-0.90630, 1.20575, -0.62202], [-1.25244, -3.36377, -1.04646], [0.60128, 3.21474, 0.89032], [2.70680, -0.57767, 1.15363], [-1.37989, 2.22229, -0.95410]],
  "atomic_forces_ev_per_a": [[0.02, -0.10, -0.26], [0.15, -0.47, 0.01], [0.63, -1.13, 0.32], [0.96, -1.06, 0.61], [2.01, -1.64, 0.86], [1.09, 1.18, 1.56], [-1.32, 0.01, -1.40], [-1.32, -1.33, -1.15], [-2.34, -0.19, -2.57], [1.37, -1.76, 2.36], [-2.45, 1.41, -1.67], [0.93, -0.63, 0.98], [-0.89, 2.32, -1.51], [0.91, 2.86, 0.79], [0.74, 0.95, 0.37], [-0.46, -0.31, 0.07], [-0.70, 2.36, -0.02], [0.68, -2.48, 0.65]],
  "lowdin_charge": [-0.45, 0.86, 1.00, 0.93, -0.22, -0.28, -0.17, -0.28, -0.32, -0.29, -0.60, -0.40, -0.32, 0.04, 0.12, 0.10, 0.12, 0.17],
  "homo_energy_ev": [-7.14, -7.04],
  "e_above_lowest_ev": 0.000,
  "homo_lumo_gap_ev": [5.7, 5.2]
}



[2]
{
  "formula": "C6H4Cl2",
  "method": "ωB97M-V/def2-TZVPD",
  "elements": ["Cl", "Cl", "C", "C", "C", "C", "C", "C", "H", "H", "H", "H"],
  "positions_angstrom": [[-1.59519, -1.57321, 0.03946], [-1.32089, 1.73797, 0.10547], [1.00601, -1.33888, -0.05514], [2.38356, 0.40476, -0.04799], [1.28483, 1.27137, -0.18464], [0.00682, 0.77521, -0.22318], [2.21784, -0.86312, 0.21874], [-0.08114, -0.63466, -0.31104], [0.78859, -2.37329, 0.08088], [3.40964, 0.80661, 0.13766], [1.34254, 2.38197, 0.35564], [3.12483, -1.30437, 0.58154]],
  "atomic_forces_ev_per_a": [[0.67, 1.16, -0.87], [-1.08, 0.74, -0.01], [-0.59, -4.46, 0.48], [1.79, 5.11, 0.54], [0.25, 3.29, 2.37], [0.61, -1.61, -0.40], [2.36, -1.05, -0.45], [-3.06, 1.51, 0.91], [0.21, -0.80, 0.11], [-1.11, 0.15, -0.32], [0.21, -2.70, -2.34], [-0.24, -1.34, -0.03]],
  "lowdin_charge": [0.61, 0.73, -0.18, -0.12, -0.11, -0.75, -0.11, -0.58, 0.10, 0.13, 0.17, 0.12],
  "homo_energy_ev": -9.52,
  "e_above_lowest_ev": 1.947,
  "homo_lumo_gap_ev": 10.2,
  "smiles": "Clc1ccccc1Cl"
}



[3]
{
  "formula": "C6H4Cl2MnN2O3Rh",
  "method": "ωB97M-V/def2-TZVPD",
  "elements": ["Rh", "Mn", "Cl", "Cl", "O", "O", "O", "N", "N", "C", "C", "C", "C", "C", "C", "H", "H", "H", "H"],
  "positions_angstrom": [[2.95071, 2.36256, -3.41438], [-1.34125, 0.73566, 0.70662], [3.40340, 0.73966, -1.81635], [-0.76532, 0.46679, -1.42727], [5.82979, 1.92156, -4.07721], [-2.90461, 2.15241, 2.85311], [2.44117, 4.39907, -5.52572], [-1.65534, -0.99512, 1.58398], [-1.00607, -2.70767, 2.80410], [4.70573, 2.17213, -3.90072], [-2.48549, 1.81742, 1.80609], [2.61607, 3.61118, -4.67959], [-0.68412, -1.46520, 2.39115], [-2.55909, -2.04833, 1.35854], [-2.16916, -3.10576, 2.12634], [-2.64991, -4.05871, 2.23331], [0.11763, -0.86826, 2.80403], [-0.41062, -3.25642, 3.42007], [-3.43350, -1.87298, 0.75391]],
  "atomic_forces_ev_per_a": [[-1.26, -2.43, 3.18], [1.55, 0.12, -3.66], [-0.02, -0.42, 0.44], [0.28, 0.14, 0.42], [-6.09, 1.50, 0.80], [2.23, -1.81, -6.40], [0.87, -4.44, 4.85], [-0.48, -2.79, -0.02], [-1.27, -0.96, -1.32], [8.09, -1.46, -1.69], [-4.24, 4.10, 8.61], [-1.35, 7.42, -8.03], [-1.92, -0.35, 0.45], [0.89, 4.67, -0.72], [2.84, -1.74, 2.92], [-0.01, -0.55, 0.23], [0.31, -0.21, -0.03], [-0.21, -0.43, 0.17], [-0.22, -0.37, -0.20]],
  "lowdin_charge": [1.03, 0.60, 0.54, -0.05, 0.32, 0.23, 0.31, -0.05, 0.21, -0.15, 0.02, -0.08, 0.01, 0.13, 0.19, 0.19, 0.18, 0.22, 0.18],
  "homo_energy_ev": [-22.50, -22.95],
  "multiplicity": 9,
  "e_above_lowest_ev": 0.303,
  "total_charge": 4,
  "homo_lumo_gap_ev": [6.1, 4.0]
}



[4]
{
  "formula": "C6H4Cl4F24N2O12P3S4V3",
  "method": "ωB97M-V/def2-TZVPD",
  "elements": ["V", "V", "V", "Cl", "Cl", "Cl", "Cl", "S", "S", "S", "S", "P", "P", "P", "F", "F", "F", "F", "F", "F", "F", "F", "F", "F", "F", "F", "F", "F", "F", "F", "F", "F", "F", "F", "F", "F", "F", "F", "O", "O", "O", "O", "O", "O", "O", "O", "O", "O", "O", "O", "N", "N", "C", "C", "C", "C", "C", "C", "H", "H", "H", "H"],
  "positions_angstrom": [[-1.68233, -0.37600, -2.07708], [0.80373, -1.59064, 0.13537], [0.83910, 2.02929, -0.84825], [-0.38751, 3.94012, -2.28834], [-3.88824, 3.65447, -4.14247], [-0.33490, 5.54377, -4.73841], [-2.37527, 1.11347, -4.02043], [6.25392, -2.84027, 2.84472], [4.47259, -2.52299, 0.89448], [-4.70440, -0.61367, -0.43046], [-2.77214, -1.75713, 0.66043], [0.78667, -0.21574, -1.92110], [1.46071, 0.57668, 3.01433], [-2.15684, 2.52721, 0.74039], [-2.33542, 3.16735, 2.22495], [4.57440, -3.71413, 4.73193], [6.27611, -4.90945, 4.50210], [6.73956, -1.28102, -0.07589], [5.42403, -2.03970, -1.59582], [-4.78021, -3.53048, 1.31291], [-6.71000, 0.78896, -1.71691], [2.51426, 1.52748, 3.77361], [-2.32352, 3.97729, 0.07264], [-4.82896, 0.49434, -2.89139], [0.25142, 1.55028, 3.52508], [1.71579, 1.38505, 1.58262], [4.87015, -0.22153, -0.48801], [0.44190, -0.46624, 2.17816], [-2.70492, -4.37905, 1.03176], [-3.71751, 2.35833, 0.95269], [-4.94064, 2.09440, -1.32943], [-1.94792, 1.12988, 1.58078], [-0.57681, 2.61492, 0.60471], [-3.88366, -3.74801, -0.71854], [4.66864, -5.04827, 3.01138], [2.69325, -0.30544, 2.57563], [-2.32501, 1.70624, -0.68003], [1.23870, -0.33666, 4.33248], [-0.16413, 0.09350, -0.78814], [3.06894, -2.18306, 0.62079], [-5.63968, -1.72652, -0.70828], [-4.79302, 0.11457, 0.82919], [-1.35284, -2.00119, 0.58803], [7.11966, -3.53637, 1.89609], [0.06102, -1.56545, -1.85184], [4.84334, -3.92617, 0.60581], [1.75009, 0.04579, -0.74912], [7.02246, -2.03846, 3.77608], [0.01218, 1.01848, -2.43365], [-3.05665, -1.10909, 1.96154], [-3.16421, -0.88595, -0.81060], [5.09296, -1.88148, 2.43545], [-0.59913, 5.56562, -2.98723], [5.44657, -1.44455, -0.42527], [5.37083, -4.20777, 3.86606], [-2.58291, 2.63922, -4.93112], [-5.32750, 0.78685, -1.65791], [-3.63191, -3.52966, 0.57398], [-1.65944, 3.21566, -4.98607], [0.05801, 6.22388, -2.41895], [-1.64375, 5.83820, -2.83693], [-2.87961, 2.21086, -5.88849]],
  "atomic_forces_ev_per_a": [[-1.72, 0.67, -0.02], [-0.46, 0.91, 2.30], [-0.73, 1.99, 2.29], [-0.13, -0.46, -0.15], [1.27, -0.87, -0.90], [0.27, 0.15, 0.50], [0.16, -0.09, -0.37], [4.61, -1.30, 1.96], [3.31, -1.75, 1.15], [-6.15, 3.24, 0.62], [-0.51, 2.58, 4.77], [2.98, -1.28, -6.43], [1.17, 1.24, 4.12], [-6.20, -0.71, 5.46], [2.91, 1.55, -0.12], [-1.74, 1.01, 1.22], [0.71, -0.71, 0.09], [-1.45, -0.21, -0.06], [-0.50, -0.01, -0.31], [2.54, -0.21, -1.29], [2.71, -0.30, 0.21], [-0.54, 0.26, -0.39], [0.65, -0.69, -0.65], [-0.67, 0.26, 0.75], [0.75, -1.10, -1.88], [-1.10, 0.84, -0.68], [0.13, -0.70, -0.23], [-0.26, -0.51, -1.46], [-1.21, 0.60, -0.23], [-1.27, -0.16, -2.01], [-0.77, -3.15, -0.75], [0.96, -0.04, -1.88], [2.48, 0.47, -0.90], [0.22, -0.41, 1.08], [0.64, 0.83, 1.13], [0.16, -1.25, -0.64], [1.25, 0.43, -0.65], [-0.10, 0.20, -0.91], [-4.89, 3.10, 11.02], [-2.30, 0.64, -0.37], [2.50, 1.88, 0.29], [-0.51, -1.71, -2.30], [3.40, -1.17, -1.64], [-1.81, 0.55, 0.52], [1.05, -5.95, -2.50], [-1.40, 3.16, 0.07], [4.62, -1.18, 2.23], [-1.01, -0.61, 0.23], [0.39, 2.73, -5.16], [0.12, -2.78, -3.62], [0.01, -2.67, 2.52], [-3.38, -0.69, -5.01], [-0.28, 0.49, 0.04], [0.80, 0.33, 1.55], [1.03, -0.44, -2.74], [-1.22, 0.58, 0.23], [-0.57, 1.47, -0.06], [-0.75, 0.65, 0.04], [-0.15, -0.29, 0.26], [0.06, 0.02, -0.56], [0.18, -0.20, 0.17], [-0.26, 0.77, 0.03]],
  "lowdin_charge": [0.84, 1.41, 1.05, 0.64, 0.55, 0.58, 0.66, 0.54, 0.77, 0.65, 0.78, 0.10, 0.23, 0.19, -0.13, 0.19, 0.16, 0.14, 0.16, 0.15, 0.11, -0.13, -0.13, 0.01, -0.12, -0.20, 0.11, -0.20, 0.16, -0.14, 0.07, -0.15, -0.18, 0.14, 0.07, -0.14, -0.20, -0.13, -0.45, -0.41, -0.27, -0.27, -0.38, -0.31, -0.37, -0.31, -0.27, -0.29, -0.44, -0.22, -0.39, -0.26, -0.90, -0.61, -0.68, -0.83, -0.49, -0.56, -0.02, 0.05, 0.04, 0.04],
  "homo_energy_ev": [-9.56, -9.56],
  "multiplicity": 11,
  "homo_lumo_gap_ev": [3.8, 2.8]
}



[5]
{
  "formula": "C6H4ClFS2",
  "method": "ωB97M-V/def2-TZVPD",
  "elements": ["Cl", "S", "S", "F", "C", "C", "C", "C", "C", "C", "H", "H", "H", "H"],
  "positions_angstrom": [[-2.33037, -2.12970, -0.02122], [2.22933, -0.07792, 1.66730], [-2.12058, 1.31318, 0.33870], [3.35902, -1.12767, -0.41441], [-0.49720, 0.49345, 0.40572], [2.29720, -0.60670, 0.12086], [-1.49798, -0.07654, 1.48626], [-1.65848, -1.44910, 1.32441], [-0.01336, -0.23729, -0.73375], [1.21624, -0.75499, -0.81499], [1.37377, -1.21818, -1.77909], [0.19074, 1.15726, 0.86175], [-0.79411, -0.28179, -1.42602], [-1.43639, 0.38869, 2.55756]],
  "atomic_forces_ev_per_a": [[-0.35, 0.18, -0.58], [0.62, -0.32, -0.89], [0.18, -0.89, -0.16], [1.88, -0.33, -0.25], [-1.81, 1.50, 1.90], [-1.56, 0.00, 1.56], [0.26, 2.84, 0.55], [0.19, -1.32, 1.33], [0.67, -0.10, 1.44], [-1.45, 0.59, -1.56], [0.76, -0.29, 0.11], [0.70, 0.20, 0.49], [-0.41, -0.72, -1.77], [0.31, -1.31, -2.18]],
  "lowdin_charge": [0.72, 0.81, 0.81, 0.05, -0.62, -0.80, -0.59, -0.52, -0.15, -0.08, 0.12, 0.04, 0.07, 0.14],
  "homo_energy_ev": [-8.59, -8.59],
  "e_above_lowest_ev": 0.582,
  "homo_lumo_gap_ev": [7.2, 7.2]
}



[6]
{
  "formula": "C6H4ClN",
  "method": "ωB97M-V/def2-TZVPD",
  "elements": ["Cl", "N", "C", "C", "C", "C", "C", "C", "H", "H", "H", "H"],
  "positions_angstrom": [[2.79723, -0.53341, 0.11341], [0.22380, -1.97138, -0.04734], [0.02909, -0.76329, 0.14744], [-0.23612, 1.97056, -0.01056], [1.27006, 0.22213, 0.17816], [-1.41070, -0.16814, 0.05859], [1.12890, 1.53692, -0.06559], [-1.18075, 1.23363, 0.20354], [-2.16208, -0.55630, 0.69592], [-0.43946, -2.69315, -0.18039], [-1.86754, -0.55408, -0.83681], [1.84757, 2.27653, -0.25637]],
  "atomic_forces_ev_per_a": [[0.21, -0.13, 0.12], [2.66, -0.34, 0.41], [-0.37, 0.52, -0.33], [-1.30, -0.56, 0.27], [-1.09, -0.52, -0.85], [0.00, -0.38, 0.16], [-0.52, -0.21, 0.77], [0.07, 1.57, -0.89], [-0.10, -0.70, 1.74], [-1.34, -0.04, -0.04], [0.27, 0.57, -1.22], [1.52, 0.23, -0.13]],
  "lowdin_charge": [0.70, 0.14, -0.31, -0.01, -0.61, -0.13, -0.13, -0.01, 0.10, 0.06, 0.12, 0.08],
  "homo_energy_ev": -8.79,
  "e_above_lowest_ev": 3.912,
  "homo_lumo_gap_ev": 8.5,
  "smiles": "[H]/N=C1\\CC#CC=C1Cl"
}



no.,calculated total energy (Ha)
1,-6394.3709
2,-1151.3540
3,-2746.3230
4,-10929.7328
5,-1587.2702
6,-745.7988